No. 1
A structure of composition C22H50N3OP2ReS in a non-equilibrium geometry, computed with wB97M-V/def2-TZVPD.

XYZ file:
```
80
Properties=species:S:1:pos:R:3:lowdin_charge:R:1
Re -0.40 0.36 -0.55 0.774
S 1.08 -0.09 0.92 0.742
P -1.22 -1.69 -1.40 0.932
P 0.26 2.66 -0.73 0.942
O -3.15 1.06 0.73 0.217
N -1.05 0.95 -2.78 -0.234
N 2.29 -1.88 2.43 -0.169
N 0.42 -0.93 3.40 -0.153
C -0.31 3.35 1.96 -0.104
C 0.96 -1.02 4.75 -0.003
C 0.08 -2.94 -1.83 -0.511
C -2.17 0.14 -3.37 -0.246
C 2.51 4.28 -1.58 -0.069
C -2.61 -2.55 -0.47 -0.506
C -0.48 3.86 0.53 -0.503
C 0.61 -3.63 -0.56 -0.104
C 2.79 2.93 0.54 -0.111
C -0.02 5.32 0.38 -0.073
C 1.24 -1.06 2.32 -0.567
C -0.48 3.35 -2.31 -0.246
C -3.14 -3.83 -1.14 -0.073
C -2.22 -2.80 0.99 -0.096
C 2.31 -3.07 3.23 -0.013
C 3.34 -1.77 1.40 -0.046
C -0.28 -3.98 -2.90 -0.065
C -0.81 -0.14 3.32 -0.047
C -2.15 0.83 0.20 -0.258
C 2.10 3.00 -0.83 -0.510
C -1.40 2.37 -3.02 -0.244
C -2.08 -1.33 -3.04 -0.241
H 2.93 -2.92 4.10 0.120
H 0.74 3.14 2.20 0.069
H -3.09 -1.74 -2.97 0.093
H 2.43 2.13 -1.43 0.100
H -0.57 -3.52 -3.85 0.075
H 1.02 5.45 0.70 0.080
H -1.29 2.51 -4.10 0.138
H 0.88 -2.28 -2.23 0.091
H 3.05 -2.19 0.40 0.096
H -0.60 0.94 3.47 0.099
H 2.11 4.32 -2.59 0.074
H -3.40 -1.78 -0.50 0.115
H -2.45 -4.67 -1.00 0.082
H 0.61 -4.59 -3.09 0.110
H -1.54 -1.86 -3.81 0.081
H -3.36 -3.70 -2.20 0.083
H 0.90 0.00 -2.09 0.081
H -1.03 4.25 -2.05 0.096
H 1.98 -0.61 4.79 0.124
H -1.50 -3.62 1.08 0.074
H 4.23 -2.35 1.76 0.130
H 2.71 -3.89 2.65 0.115
H 1.30 -3.32 3.53 0.104
H -0.13 5.69 -0.64 0.084
H -3.12 -3.08 1.55 0.109
H -1.08 -4.64 -2.56 0.074
H 1.59 -4.07 -0.77 0.101
H -0.68 4.11 2.66 0.108
H -0.89 2.44 2.13 0.030
H -1.56 3.81 0.27 0.116
H -4.08 -4.10 -0.64 0.110
H 0.31 -0.43 5.39 0.111
H 0.00 0.43 -2.66 0.028
H 3.67 -0.71 1.25 0.096
H 3.61 4.28 -1.66 0.109
H 3.87 2.91 0.37 0.107
H -2.47 2.62 -2.81 0.143
H -0.05 -4.44 -0.24 0.087
H -0.65 5.94 1.03 0.108
H 0.96 -2.05 5.11 0.100
H 2.21 5.18 -1.04 0.079
H -1.80 -1.91 1.46 0.027
H -3.18 0.54 -3.14 0.140
H 2.57 3.81 1.15 0.086
H -1.48 -0.49 4.12 0.125
H -1.32 -0.27 2.35 0.020
H 2.52 2.01 1.09 0.011
H 0.35 3.62 -2.95 0.079
H -2.04 0.27 -4.45 0.136
H 0.74 -2.92 0.27 0.032
```

Output
HOMO level (alpha / beta) = -17.537 / -18.275 eV
molecular weight = 652.9 g mol⁻¹
2S+1 = 4
E_tot = -2265.86466 Ha
lowest unoccupied orbital energy (alpha / beta) = -9.746 / -12.612 eV
relative energy (zero: lowest compared OMol25 entry of this formula, charge and spin) = 0.000 eV
net charge = +3
orbital gap (alpha / beta) = 7.8 / 5.7 eV
⟨S²⟩ = 3.779

No. 2
A structure of composition C22H50N3P3PrS in a non-equilibrium geometry, computed with wB97M-V/def2-TZVPD.

XYZ file:
```
80
Properties=species:S:1:pos:R:3:lowdin_charge:R:1
Pr -0.67 0.04 -0.49 0.519
S -0.51 -1.20 -2.65 0.796
P 0.81 1.83 -2.34 0.717
P -1.77 2.53 0.37 0.734
P 1.76 1.49 1.19 0.771
N -1.78 -1.24 4.13 -0.114
N -1.13 -0.95 1.88 -0.008
N 0.47 -1.52 3.53 -0.141
C -0.82 -1.23 3.16 -0.368
C 0.32 -3.10 -4.54 -0.070
C -1.61 -1.91 -5.18 -0.079
C -2.02 2.78 2.17 -0.223
C 3.44 1.37 0.48 -0.264
C 1.79 3.30 1.46 -0.260
C 2.20 -3.86 -0.94 -0.074
C -0.69 -2.19 -4.15 -0.463
C 2.05 0.93 -3.35 -0.235
C -0.86 -3.79 -6.56 -0.008
C -1.74 -2.70 -6.35 -0.015
C -1.69 4.24 -0.27 -0.232
C -3.46 1.93 -0.18 -0.235
C 0.22 -3.92 -5.70 -0.026
C 1.05 -4.57 -0.73 -0.056
C -0.58 2.07 -3.56 -0.235
C 2.34 1.10 2.91 -0.266
C -3.20 -0.91 3.91 -0.016
C 1.38 -2.11 2.56 -0.047
C -1.53 -1.95 5.38 -0.044
C 0.99 -1.38 4.87 -0.081
C 1.52 3.49 -2.24 -0.237
H -0.95 -4.39 -7.46 0.133
H -3.61 -1.54 3.11 0.103
H -1.00 -1.31 6.10 0.094
H 2.22 -2.55 3.13 0.115
H 0.58 -0.51 5.39 0.103
H -2.55 4.86 0.03 0.078
H -1.19 2.91 -3.19 0.042
H 2.48 3.47 -1.73 0.047
H -2.28 -1.07 -5.05 0.109
H -2.13 -0.77 1.85 0.014
H 1.80 -1.36 1.86 0.050
H -3.73 -1.16 4.83 0.101
H 1.67 3.91 -3.24 0.081
H -2.49 -2.47 -7.11 0.130
H -0.78 4.75 0.08 0.053
H 3.78 0.33 0.49 0.056
H 0.83 -2.29 5.45 0.100
H -0.10 2.31 -4.52 0.072
H 1.76 3.84 0.51 0.025
H -2.50 -2.20 5.82 0.106
H 0.90 -2.93 2.00 0.088
H -1.23 1.20 -3.66 0.011
H 1.22 -3.16 -3.92 0.093
H 0.85 4.16 -1.70 0.033
H 2.00 1.25 -4.40 0.072
H 0.55 -4.56 0.25 0.041
H 1.88 -0.15 -3.30 0.013
H 2.07 -1.25 4.79 0.100
H -3.73 0.98 0.31 0.053
H -0.99 -2.89 5.19 0.108
H 2.73 3.56 1.98 0.067
H 2.83 -3.50 -0.06 0.068
H 0.94 3.62 2.08 0.033
H 3.04 1.14 -2.93 0.057
H 2.52 -3.49 -1.95 0.045
H 4.12 1.98 1.10 0.070
H -2.79 3.52 2.42 0.080
H 0.99 -4.66 -5.90 0.128
H -2.30 1.83 2.65 0.024
H -1.08 3.11 2.65 0.040
H -1.28 -1.73 -1.50 -0.052
H -1.66 4.25 -1.37 0.037
H -3.35 0.15 3.71 0.083
H -4.24 2.67 0.04 0.080
H 3.46 1.74 -0.55 0.018
H 1.49 1.13 3.63 0.049
H 2.81 0.11 2.95 0.040
H -3.46 1.75 -1.27 0.055
H 3.08 1.86 3.22 0.072
H 0.57 -5.00 -1.58 0.040
```

Output
HOMO level (alpha / beta) = -16.748 / -16.750 eV
molecular weight = 622.6 g mol⁻¹
2S+1 = 3
E_tot = -2970.78224 Ha
lowest unoccupied orbital energy (alpha / beta) = -9.851 / -9.657 eV
relative energy (zero: lowest compared OMol25 entry of this formula, charge and spin) = 1.218 eV
net charge = +3
orbital gap (alpha / beta) = 6.9 / 7.1 eV
⟨S²⟩ = 2.003

No. 3
A cluster of 9 separate species, C22H50N4O13S4 in total in a non-equilibrium geometry, computed with wB97M-V/def2-TZVPD.

XYZ file:
```
93
Properties=species:S:1:pos:R:3:lowdin_charge:R:1
S 1.50 7.11 1.14 0.689
S 2.47 -5.74 -2.80 0.677
S -4.84 0.54 3.93 0.661
S -0.36 1.20 -0.32 0.739
O 0.65 0.86 0.70 -0.340
O 2.36 5.69 1.33 -0.271
O 2.35 8.31 1.39 -0.327
O 0.23 0.42 -1.67 -0.301
O -3.36 0.58 3.27 -0.284
O -0.66 2.59 -0.69 -0.290
O 1.05 -5.76 -2.92 -0.287
O 0.20 6.98 1.76 -0.315
O 3.09 0.45 1.79 -0.073
O 3.39 -5.56 -3.92 -0.302
O 2.84 -4.55 -1.67 -0.276
O -4.74 1.23 5.25 -0.321
O -5.37 -0.80 3.81 -0.286
N -3.02 0.88 -6.17 0.125
N -5.01 1.09 -0.71 0.155
N -2.00 -3.75 -0.24 0.130
N 4.39 -0.39 -2.75 0.138
C 0.97 -1.53 -2.89 -0.032
C -0.99 1.13 3.24 -0.067
C 2.80 -3.53 0.49 -0.060
C -2.40 0.84 -5.23 -0.261
C 4.14 -0.77 -3.80 -0.262
C 2.88 -0.41 2.82 -0.373
C 3.80 -1.19 -5.21 -0.057
C 2.08 -4.43 -0.50 -0.317
C -1.49 0.86 -4.05 -0.072
C -1.91 0.17 -0.09 -0.066
C -5.24 1.87 -1.55 -0.275
C 3.57 0.16 4.02 -0.075
C -5.43 2.80 -2.58 -0.062
C 2.06 4.76 2.39 -0.237
C 0.99 -0.77 -1.55 -0.258
C -5.70 1.70 2.80 -0.108
C -2.28 1.06 4.10 -0.247
C 3.02 -7.29 -1.84 -0.074
C -2.57 -4.58 0.35 -0.252
C -3.40 -5.61 0.97 -0.070
C 1.15 7.22 -0.67 -0.103
C 1.80 3.40 1.71 -0.060
H -2.25 0.47 5.02 0.121
H -5.04 3.76 -2.23 0.100
H 3.08 -0.45 -5.57 0.077
H -0.07 -1.67 -3.17 0.076
H 3.38 -0.49 4.88 0.064
H 3.18 -1.41 2.53 0.089
H 0.49 6.41 -0.97 0.061
H 2.69 3.06 1.19 0.088
H 3.72 -7.84 -2.47 0.059
H -3.74 -5.25 1.95 0.084
H -6.58 2.02 3.35 0.066
H -2.98 -6.60 1.11 0.083
H -4.28 -5.76 0.34 0.086
H 2.76 -2.45 0.35 0.061
H 1.10 -4.00 -0.68 0.097
H -4.78 2.46 -3.39 0.089
H 1.42 2.66 2.42 0.057
H 1.40 -2.52 -2.73 0.064
H 3.86 -3.76 0.44 0.087
H -2.33 2.10 4.41 0.115
H -2.34 0.24 0.91 0.043
H 0.73 -1.35 -0.66 0.107
H 2.22 0.71 1.46 0.006
H 1.03 3.41 0.94 0.052
H 4.66 0.14 4.07 0.080
H -5.99 1.21 1.87 0.042
H 2.08 7.13 -1.22 0.067
H 1.81 -0.63 2.89 0.109
H -0.44 0.72 -4.32 0.075
H -6.48 2.87 -2.83 0.100
H -1.55 1.72 -3.40 0.069
H -1.60 0.12 -3.26 0.052
H -2.66 0.53 -0.79 0.024
H -1.69 -0.89 -0.21 0.050
H 1.14 5.01 2.93 0.104
H 2.50 -3.58 1.54 0.078
H 3.10 1.07 4.38 0.072
H 2.17 -7.85 -1.45 0.062
H 4.66 -1.36 -5.85 0.079
H -1.05 0.17 2.73 0.061
H 3.33 -2.17 -5.13 0.069
H -1.00 1.82 2.40 0.060
H -0.10 1.27 3.86 0.086
H 1.48 -1.20 -3.80 0.052
H 3.58 -6.90 -0.98 0.052
H -5.02 2.52 2.59 0.069
H 1.87 -5.37 0.01 0.115
H 2.87 4.91 3.10 0.124
H 0.62 8.18 -0.65 0.065
H 2.00 -0.41 -1.34 0.101
```

Output
HOMO level = -9.595 eV
molecular weight = 706.9 g mol⁻¹
E_tot = -3657.92126 Ha
lowest unoccupied orbital energy = 0.161 eV
relative energy (zero: lowest compared OMol25 entry of this formula, charge and spin) = 2.545 eV
orbital gap = 9.8 eV
structure (SMILES) = CCOS(C)(=O)=O.CCOS(C)(=O)=O.CCOS(C)(=O)=O.CCOS(C)(=O)=O.CC#N.CC#N.CC#N.CC#N.CCO